No. 1
This record from the Open Molecules 2025 dataset describes the molecule C5H8N2. The level of theory is wB97M-V/def2-TZVPD.

Calculated values
energy above the lowest of the compared OMol25 structures with the same formula, charge and spin: 31.2 kcal/mol
SMILES string: N#C[C@H](N)C1CC1
molecular weight: 96.133 g/mol
energy: -304.785849 a.u.

XYZ file:
```
15
Properties=species:S:1:pos:R:3:nbo_charge:R:1
N 1.03 2.05 1.66 -0.3316
C 0.97 1.04 1.08 0.2610
C 0.94 -0.22 0.30 -0.1491
N 2.08 -0.36 -0.59 -0.7934
C -0.37 -0.36 -0.50 -0.2372
C -1.52 0.59 -0.35 -0.4162
C -1.63 -0.82 0.16 -0.4134
H 1.00 -1.04 1.03 0.2299
H 2.94 -0.34 -0.06 0.3672
H 2.11 0.43 -1.24 0.3624
H -0.17 -0.74 -1.50 0.2345
H -1.43 1.39 0.39 0.2298
H -2.07 0.87 -1.24 0.2208
H -2.26 -1.52 -0.38 0.2206
H -1.62 -0.97 1.24 0.2146
```

***

No. 2
This record from the Open Molecules 2025 dataset describes a cluster of 2 separate species, C2H2IO2 in total. The level of theory is wB97M-V/def2-TZVPD.

Calculated values
energy above the lowest of the compared OMol25 structures with the same formula, charge and spin: 22.3 kcal/mol
charge: -1
molecular weight: 184.940 g/mol
energy: -525.599517 a.u.

XYZ file:
```
7
Properties=species:S:1:pos:R:3:nbo_charge:R:1
C -0.85 -1.13 0.34 1.0110
C 0.28 0.69 -0.24 -0.8658
O -0.12 -2.02 0.27 -0.6180
O -1.89 -0.57 0.56 -0.6620
I 2.44 0.83 0.41 -0.1765
H 0.37 0.65 -1.45 0.1646
H -0.23 1.55 0.11 0.1466
```

***

No. 3
This record from the Open Molecules 2025 dataset describes a structure of composition C40H37BrFGeN4O3Ru. The level of theory is wB97M-V/def2-TZVPD.

Calculated values
2S+1: 5
<S²>: 6.04
charge: +1
molecular weight: 894.343 g/mol
energy: -6836.477094 a.u.

XYZ file:
```
88
Properties=species:S:1:pos:R:3:mulliken_charge:R:1
Ru -1.72 -0.93 -0.62 -0.0794
C 1.83 6.11 0.09 -0.9619
C 1.68 4.94 1.06 -1.0531
N 1.40 3.68 0.39 0.2161
C 0.11 3.36 0.15 -0.2886
C -0.31 2.18 -0.38 -0.2253
C -1.81 2.09 -0.66 0.2477
O -2.48 3.10 -0.48 -0.7585
O -2.27 0.99 -1.10 -0.4668
C 0.65 1.14 -0.67 1.3154
O 0.38 -0.02 -1.04 -0.7735
C 2.04 1.57 -0.55 0.5623
C 3.06 0.72 -1.01 -0.5812
C 4.37 1.14 -1.05 0.4860
F 5.31 0.30 -1.55 -0.3374
C 4.73 2.41 -0.61 -1.5697
C 3.73 3.24 -0.10 -0.3789
C 2.39 2.85 -0.07 0.0182
N 6.05 2.95 -0.66 0.2309
C 6.26 4.13 -1.47 -0.5669
C 7.30 5.01 -0.74 -0.7615
N 8.00 4.13 0.23 -0.1187
C 8.45 2.88 -0.44 -0.6935
C 7.18 2.05 -0.75 -0.7393
H 2.05 7.02 0.63 0.3797
H 0.90 6.25 -0.46 0.3477
H 2.62 5.92 -0.63 0.2559
H 0.85 5.14 1.74 0.4784
H 2.59 4.83 1.67 0.4434
H -0.64 4.10 0.39 0.6150
H 2.80 -0.26 -1.37 0.6270
H 4.02 4.22 0.24 0.6538
H 5.32 4.67 -1.60 0.4781
H 6.62 3.86 -2.47 0.3143
H 6.82 5.82 -0.19 0.4183
H 8.02 5.44 -1.44 0.3661
H 7.30 3.84 0.92 0.3811
H 8.78 4.62 0.68 0.3232
H 9.12 2.33 0.22 0.3627
H 8.99 3.14 -1.34 0.3347
H 7.05 1.25 -0.02 0.4969
H 7.29 1.59 -1.74 0.4637
Br -0.08 -2.03 -5.98 -0.2044
C -1.53 -1.88 -4.78 -0.3859
C -2.84 -1.88 -5.25 -0.0224
C -3.85 -1.71 -4.31 -1.0740
C -3.53 -1.55 -2.98 -0.3049
N -2.26 -1.60 -2.54 0.3347
C -1.28 -1.77 -3.42 -0.3962
H -3.05 -2.00 -6.30 0.4781
H -4.89 -1.70 -4.62 0.4679
H -4.30 -1.38 -2.24 0.7339
H -0.27 -1.81 -3.02 0.6317
C -0.96 -2.40 0.40 -0.9210
Ge -2.52 -3.02 1.39 1.9471
C -2.52 -4.72 2.44 -0.0368
C -1.38 -5.45 2.69 -0.5224
C -1.45 -6.60 3.47 -0.4923
C -2.67 -7.01 3.99 -0.4264
C -3.82 -6.28 3.72 -0.7046
C -3.74 -5.14 2.94 -0.3240
C -3.88 -3.25 -0.07 0.4089
C -3.61 -4.15 -1.09 -0.7598
C -4.58 -4.46 -2.03 -0.6160
C -5.83 -3.87 -1.96 -0.4866
C -6.10 -2.95 -0.96 -0.5867
C -5.13 -2.64 -0.02 -0.2127
C -3.21 -1.53 2.51 0.1368
C -3.36 -0.29 1.90 0.0544
C -3.84 0.80 2.59 -1.1589
C -4.17 0.67 3.93 -0.4343
C -4.04 -0.56 4.56 -0.6438
C -3.56 -1.65 3.85 -0.3573
H -0.43 -5.13 2.29 0.3669
H -0.56 -7.18 3.66 0.3835
H -2.73 -7.90 4.60 0.3856
H -4.77 -6.60 4.12 0.3955
H -4.64 -4.57 2.73 0.4232
H -2.64 -4.63 -1.13 0.4282
H -4.37 -5.18 -2.80 0.4551
H -6.60 -4.13 -2.68 0.4289
H -7.07 -2.48 -0.90 0.4126
H -5.35 -1.93 0.77 0.3983
H -3.12 -0.20 0.82 0.5869
H -3.96 1.75 2.08 0.5412
H -4.54 1.52 4.48 0.3864
H -4.32 -0.67 5.59 0.4072
H -3.45 -2.61 4.33 0.4163
```

***

No. 4
This record from the Open Molecules 2025 dataset describes a cluster of 9 separate species, C18H36Br18 in total. The level of theory is wB97M-V/def2-TZVPD.

Calculated values
energy above the lowest of the compared OMol25 structures with the same formula, charge and spin: 49.5 kcal/mol
SMILES string: BrCCBr.BrCCBr.BrCCBr.BrCCBr.BrCCBr.BrCCBr.BrCCBr.BrCCBr.BrCCBr
molecular weight: 1690.758 g/mol
energy: -47039.667691 a.u.

XYZ file:
```
72
Properties=species:S:1:pos:R:3:mulliken_charge:R:1
Br -4.75 -0.31 4.00 -0.1538
C -3.72 1.20 3.17 -0.6061
C -2.26 0.94 3.35 -0.1841
Br -1.32 2.21 2.20 -0.1172
H -4.20 2.06 3.63 0.4353
H -3.97 1.24 2.11 0.2922
H -1.96 -0.04 2.97 0.0201
H -1.97 1.21 4.37 0.3631
Br -2.47 -4.59 5.17 -0.1492
C -3.13 -5.17 3.38 -0.4108
C -2.08 -5.00 2.27 -0.6870
Br -1.70 -3.16 1.93 0.0296
H -4.08 -4.70 3.14 0.1498
H -3.57 -6.17 3.48 0.4269
H -2.50 -5.33 1.32 0.2774
H -1.16 -5.52 2.53 0.3927
Br 2.87 -0.05 -3.45 -0.1225
C 4.72 0.20 -2.92 -0.2897
C 5.33 1.00 -4.13 -0.5456
Br 7.28 1.26 -3.80 -0.2041
H 5.18 -0.77 -2.73 0.3772
H 4.68 0.79 -2.00 0.1730
H 4.91 1.98 -4.34 0.2796
H 5.25 0.43 -5.06 0.3904
Br -4.28 -3.75 -0.32 -0.1291
C -5.35 -2.08 -0.38 0.0727
C -5.55 -1.53 1.02 -0.3566
Br -6.70 -2.66 2.22 -0.1792
H -6.34 -2.21 -0.82 0.4904
H -4.75 -1.36 -0.95 -0.4305
H -5.94 -0.51 1.09 0.5116
H -4.55 -1.43 1.44 -0.0258
Br 3.12 4.10 -2.94 -0.1706
C 1.12 4.27 -2.56 -0.6196
C 0.60 2.91 -1.98 -0.0418
Br -1.41 3.00 -1.96 -0.1235
H 0.49 4.55 -3.41 0.4629
H 1.07 4.98 -1.74 0.3598
H 1.04 2.75 -1.00 -0.0565
H 0.91 2.07 -2.61 0.1581
Br 7.19 1.47 -0.16 -0.1751
C 7.30 -0.05 1.21 -0.6558
C 6.10 -1.01 1.09 -0.1424
Br 6.14 -2.26 2.58 -0.1241
H 7.32 0.55 2.12 0.3662
H 8.27 -0.53 1.02 0.4329
H 6.28 -1.51 0.14 0.3894
H 5.20 -0.39 1.17 -0.1807
Br 2.37 -0.74 0.62 -0.1131
C 0.47 -0.46 0.38 0.2178
C -0.10 -0.98 -0.96 -0.6009
Br -2.07 -0.60 -0.91 -0.0161
H 0.19 0.58 0.55 -0.1012
H 0.01 -1.17 1.07 -0.0873
H 0.11 -2.04 -0.98 0.5347
H 0.41 -0.58 -1.84 0.2515
Br 2.14 1.23 4.08 -0.1376
C 3.50 1.91 2.84 -0.1780
C 3.00 3.04 1.92 0.1880
Br 4.62 3.58 0.84 -0.1453
H 3.90 1.03 2.34 -0.3335
H 4.41 2.14 3.40 0.4759
H 2.60 3.90 2.46 0.4070
H 2.22 2.73 1.23 -0.2796
Br -6.75 0.60 -2.40 -0.1942
C -5.79 0.17 -4.09 -0.6544
C -4.27 0.64 -3.90 -0.1989
Br -3.30 0.23 -5.54 -0.1482
H -6.26 0.69 -4.92 0.4509
H -5.89 -0.88 -4.36 0.4074
H -3.86 0.19 -2.99 -0.0655
H -4.27 1.71 -3.73 0.3508
```

***

No. 5
This record from the Open Molecules 2025 dataset describes a cluster of 5 separate species, C33H38F4N4O16PS in total. The level of theory is wB97M-V/def2-TZVPD.

Calculated values
charge: +1
molecular weight: 885.712 g/mol
energy: -3841.669297 a.u.

XYZ file:
```
97
Properties=species:S:1:pos:R:3:mulliken_charge:R:1
C -2.85 0.55 6.50 -0.4743
O -3.05 -0.84 6.18 -0.4327
C -2.33 -1.23 5.00 -0.4645
C -0.75 -0.93 5.08 -0.4857
C 0.10 -1.78 4.05 0.2129
C 1.67 -1.68 4.25 -1.1073
C 2.41 -0.81 3.11 0.2751
C 2.07 0.71 3.42 -0.3487
O 2.13 1.61 2.27 -0.3371
C 1.23 1.27 1.28 0.3509
O 0.20 0.65 1.50 -0.4010
C 1.59 1.81 -0.17 0.1555
C 3.03 1.81 -0.64 -0.2465
P 4.52 1.18 0.32 0.5028
S 6.24 1.66 -0.45 -0.3942
C 3.31 2.37 -2.00 -0.2059
N 2.30 2.88 -2.85 0.5440
N 2.75 3.40 -4.09 -1.0985
C 3.16 2.37 -4.75 0.8139
O 3.40 1.37 -5.29 -0.3017
C 0.93 2.87 -2.48 0.3592
C -0.13 3.47 -3.49 -0.9335
C -0.81 4.78 -2.84 0.0038
N -1.61 5.49 -3.56 -0.6433
C 0.50 2.32 -1.10 -0.0681
C -1.04 2.30 -0.67 0.5248
C -1.49 2.99 0.60 -0.1971
C -2.96 2.89 0.95 -0.8568
C -3.83 2.11 0.00 0.4241
N -3.45 1.48 -1.17 -0.4687
C -2.10 1.57 -1.46 -0.1352
H -2.67 1.13 5.53 0.1767
H -3.69 1.00 7.10 0.2532
H -1.88 0.66 7.10 0.1906
H -2.75 -0.65 4.11 0.2675
H -2.46 -2.34 4.81 0.2939
H -0.32 -1.14 6.12 0.2264
H -0.65 0.20 4.94 0.1281
H -0.13 -1.56 2.96 -0.0100
H -0.18 -2.87 4.21 0.3963
H 1.91 -1.15 5.23 0.4207
H 2.19 -2.70 4.25 0.3806
H 3.52 -1.03 3.14 0.2706
H 2.02 -1.19 2.12 0.0341
H 1.08 0.88 3.93 -0.0531
H 2.87 1.08 4.15 0.3806
H 4.38 -0.25 0.45 0.1274
H 4.51 1.67 1.67 0.0954
H 4.39 2.40 -2.35 0.3500
H -0.96 2.74 -3.73 0.3271
H 0.33 3.83 -4.46 0.5911
H -0.59 5.13 -1.79 0.3785
H -1.65 5.00 -4.47 0.2661
H -0.76 3.53 1.26 0.4745
H -3.32 3.40 1.88 0.4001
H -4.93 2.03 0.29 -0.0520
H -1.75 1.02 -2.40 0.1343
C -0.05 0.04 -5.41 -0.1211
C -1.17 0.13 -6.40 0.3355
O -2.07 -0.87 -5.96 -0.3257
C -1.88 -0.94 -4.60 0.6380
O -2.64 -1.45 -3.85 -0.4659
O -0.71 -0.33 -4.23 -0.2758
F -0.73 -0.20 -7.64 -0.2873
H 0.68 -0.72 -5.67 0.2972
H 0.46 0.99 -5.27 -0.1184
H -1.67 1.10 -6.43 0.2966
C 7.44 -2.00 -1.13 -0.4397
C 7.09 -3.46 -1.13 0.2990
O 6.60 -3.66 0.18 -0.3022
C 6.07 -2.47 0.57 0.5498
O 5.33 -2.33 1.49 -0.4898
O 6.47 -1.45 -0.24 -0.1490
F 8.19 -4.22 -1.31 -0.2835
H 8.44 -1.81 -0.74 0.2810
H 7.36 -1.55 -2.12 0.2798
H 6.32 -3.74 -1.86 0.2664
C -8.24 0.19 -1.38 -0.4016
C -8.36 -0.47 -0.04 0.2849
O -7.41 0.23 0.74 -0.2622
C -7.34 1.48 0.20 0.7028
O -6.86 2.43 0.75 -0.5892
O -7.91 1.53 -1.03 -0.3061
F -7.99 -1.77 -0.11 -0.2801
H -7.45 -0.24 -2.00 0.2817
H -9.18 0.15 -1.95 0.2684
H -9.34 -0.38 0.42 0.2987
C 1.60 -4.03 0.12 -0.4636
C 0.46 -4.68 -0.60 0.3561
O -0.36 -5.15 0.45 -0.3453
C -0.15 -4.30 1.49 0.5071
O -0.85 -4.22 2.45 -0.4688
O 0.98 -3.54 1.30 -0.0760
F 0.88 -5.74 -1.33 -0.3028
H 2.39 -4.74 0.40 0.2523
H 2.05 -3.22 -0.45 0.2345
H -0.11 -4.00 -1.24 0.3094
```

***

No. 6
This record from the Open Molecules 2025 dataset describes a structure of composition C11H26F9N4O12SY. The level of theory is wB97M-V/def2-TZVPD.

Calculated values
energy above the lowest of the compared OMol25 structures with the same formula, charge and spin: 0.0 kcal/mol
molecular weight: 698.300 g/mol
energy: -2892.306033 a.u.

XYZ file:
```
64
Properties=species:S:1:pos:R:3:nbo_charge:R:1
Y -0.37 -0.22 -0.69 2.1111
C 2.35 0.00 -4.55 0.7199
F 2.59 0.30 -5.82 -0.3032
F 1.97 -1.28 -4.44 -0.3151
F 3.47 0.15 -3.85 -0.3112
S 1.00 1.09 -3.88 2.3503
O 0.15 1.41 -4.99 -0.9649
O 0.33 0.27 -2.86 -1.0464
O 1.72 2.23 -3.33 -0.9934
C -0.72 1.37 2.17 0.3381
O -1.40 2.11 1.15 -0.5619
O -0.15 0.31 1.63 -0.8893
C 0.21 2.30 2.98 0.9211
F 1.31 1.72 3.43 -0.3028
F 0.61 3.37 2.22 -0.3564
F -0.48 2.82 4.02 -0.3365
C -2.35 3.07 1.52 -0.0616
C -3.75 2.47 1.60 -0.6381
H -4.43 3.20 2.07 0.2150
H -4.06 2.18 0.60 0.2029
H -3.85 1.64 2.31 0.2065
H -2.43 3.87 0.77 0.1558
H -2.09 3.60 2.44 0.1889
H -1.49 1.05 2.90 0.1037
C 0.33 -3.23 0.76 0.3589
O 1.38 -2.89 1.67 -0.5812
O 0.28 -2.44 -0.28 -0.8901
C 0.51 -4.74 0.41 0.9157
F 1.73 -5.22 0.66 -0.3267
F -0.37 -5.52 1.07 -0.3411
F 0.29 -4.95 -0.91 -0.3322
C 1.13 -3.18 3.04 -0.0712
C 2.44 -3.60 3.69 -0.6185
H 2.36 -3.65 4.78 0.2059
H 2.72 -4.58 3.30 0.2155
H 3.20 -2.84 3.49 0.1991
H 0.44 -4.02 3.15 0.1726
H 0.76 -2.26 3.50 0.1797
H -0.61 -3.20 1.35 0.0937
O -2.43 -0.96 0.40 -0.9365
H -3.24 -0.83 -0.11 0.4972
H -2.71 -1.15 1.30 0.5175
O 0.62 2.02 -0.81 -0.9665
H 0.41 2.67 -0.13 0.5038
H 1.01 2.51 -1.56 0.5228
O -1.61 -1.57 -2.30 -0.9401
H -1.75 -1.63 -3.25 0.5093
H -2.09 -2.31 -1.91 0.5095
C 3.11 -0.05 0.05 0.8293
O 2.06 -0.15 -0.56 -0.7017
N 4.02 0.96 -0.18 -0.8408
N 3.52 -0.95 0.98 -0.8333
H 4.08 1.54 -0.99 0.4187
H 4.76 1.03 0.50 0.3769
H 4.30 -0.73 1.57 0.3789
H 2.86 -1.68 1.23 0.4487
C -2.52 2.04 -2.30 0.8246
O -1.91 1.34 -1.49 -0.7261
N -3.08 1.47 -3.42 -0.8179
N -2.69 3.37 -2.15 -0.8131
H -3.35 2.04 -4.20 0.3993
H -2.67 0.56 -3.58 0.4093
H -3.12 3.92 -2.86 0.4011
H -2.31 3.80 -1.32 0.4167
```

***

Calculated strongest force on any atom (eV Å⁻¹), listed in the same order as above: 1.1 3.9 2.6 2.4 4.1 2.8